19
Properties=species:S:1:pos:R:3:mulliken_charge:R:1 method="wB97M-V/def2-TZVPD" charge=-1 total_energy_ev=-12514.25652 homo_ha=-0.16965 e_lumo_ev=3.5 gap_ha=0.2996 e_above_lowest_kcal_mol=100.37
O -2.168 0.274 3.392 -0.62
C -1.696 -0.510 2.447 -0.20
C -0.625 -0.042 1.473 -0.30
C -0.516 -1.160 0.399 -0.35
C 0.629 -0.708 -0.479 -0.64
O 0.349 0.346 -1.326 -0.89
H -1.718 -1.640 2.616 0.26
H -0.365 -0.281 2.536 0.23
H -0.412 0.972 1.217 0.43
H -0.371 -2.174 0.818 0.40
H -1.459 -1.153 -0.164 0.24
H 1.432 -0.401 0.246 0.28
H 1.078 -1.574 -1.012 0.30
H 1.124 0.824 -3.754 0.25
H 0.633 -0.063 -2.679 0.50
O 1.017 -0.135 -3.660 -0.80
H 1.021 3.378 -0.501 0.24
H 0.711 1.668 -0.925 0.39
O 1.335 2.380 -0.644 -0.72